Entry 1:
22
Properties=species:S:1:pos:R:3 method="wB97M-V/def2-TZVPD" e_tot_ev=-12460.480 relative_energy_kcal_mol=0.00 e_homo_ev=-18.22 charge=+2
C 2.386 0.003 0.027
C 3.721 0.326 -0.131
C 1.273 1.274 0.196
C -0.169 -1.756 -0.284
C -0.715 -0.436 0.392
C 1.249 -2.150 0.212
C -0.102 0.843 -0.322
N 2.329 -1.261 0.201
N -1.090 1.933 -0.200
O 4.799 0.459 -0.271
H 1.330 1.647 1.166
H 1.774 1.919 -0.555
H -0.686 -2.673 -0.274
H 0.025 -1.454 -1.298
H -1.751 -0.359 0.122
H -0.681 -0.543 1.421
H 1.338 -3.000 0.893
H 1.487 -2.610 -0.761
H -0.011 0.639 -1.417
H -0.621 2.842 -0.614
H -1.198 2.135 0.874
H -1.982 1.793 -0.603

=====

Entry 2:
21
Properties=species:S:1:pos:R:3 method="wB97M-V/def2-TZVPD" e_tot_ev=-7479.161 relative_energy_kcal_mol=164.50 e_homo_ev=-6.31 charge=0
C 2.824 0.359 0.447
C 1.881 -0.738 -0.117
C 0.825 -0.419 -1.118
C -0.539 -0.128 -0.457
C -0.944 1.054 0.252
C -2.287 1.077 1.211
C -1.647 -1.148 -0.641
H 2.368 1.237 0.907
H 3.381 0.633 -0.472
H 3.544 -0.131 1.080
H 1.401 -0.980 0.783
H 2.567 -1.565 -0.445
H 0.786 -0.809 -2.142
H -0.382 -0.062 0.818
H -0.753 1.967 -0.383
H -2.343 0.174 1.825
H -3.285 1.282 0.828
H -2.089 1.976 1.797
H -2.673 -0.671 -0.496
H -1.585 -1.886 0.140
H -1.613 -1.496 -1.702

=====

Entry 3:
43
Properties=species:S:1:pos:R:3 method="wB97M-V/def2-TZVPD" e_tot_ev=-30767.770 relative_energy_kcal_mol=60.69 e_homo_ev="-14.40 / -14.41" charge=+2
Pt -0.134 -0.082 0.342
C 0.930 -4.193 -0.420
C 1.023 -2.713 -0.499
O 0.057 -2.052 -0.107
C 2.259 -2.135 -1.025
C 2.568 -0.839 -1.177
C 3.915 -0.413 -1.672
N 1.641 0.164 -0.848
N 1.973 1.341 -1.037
C 1.075 2.297 -0.555
O 0.045 1.939 0.069
C 1.419 3.667 -0.730
C 0.516 4.667 -0.312
C 0.896 5.984 -0.359
C 2.167 6.328 -0.834
C 3.057 5.350 -1.271
C 2.690 4.024 -1.237
H -0.025 -4.487 0.002
H 1.745 -4.568 0.206
H 1.045 -4.637 -1.413
H 3.019 -2.848 -1.315
H 4.546 -1.275 -1.861
H 4.387 0.230 -0.927
H 3.815 0.172 -2.587
H -0.468 4.388 0.041
H 0.218 6.756 -0.024
H 2.457 7.370 -0.869
H 4.036 5.633 -1.631
H 3.367 3.254 -1.575
N 0.120 0.288 2.627
C -1.233 -0.058 3.040
C -2.302 0.428 2.288
C -3.606 0.115 2.651
C -3.838 -0.673 3.768
C -2.771 -1.174 4.495
C -1.463 -0.872 4.129
H 0.832 -0.167 3.184
H 0.280 1.290 2.613
H -2.115 1.076 1.430
H -4.436 0.494 2.072
H -4.854 -0.883 4.071
H -2.956 -1.796 5.360
H -0.636 -1.255 4.715

=====

Entry 4:
58
Properties=species:S:1:pos:R:3 method="wB97M-V/def2-TZVPD" e_tot_ev=-45324.274 relative_energy_kcal_mol=103.15 e_homo_ev="-13.28 / -13.28" s_squared=2.0178 charge=+2 multiplicity=3
W -0.476 -0.368 0.006
O 3.818 -0.735 -1.193
C 4.319 -0.459 0.028
C 5.708 -0.536 0.131
C 6.331 -0.266 1.327
C 5.595 0.090 2.463
C 4.232 0.167 2.377
C 3.561 -0.107 1.163
C 2.122 -0.001 1.167
O 1.428 -0.319 0.005
N 1.426 0.286 2.221
N 0.077 0.278 1.897
C -0.733 -0.470 2.593
C -2.153 -0.666 2.255
C -2.815 -1.381 3.197
C -4.199 -1.796 3.076
C -4.852 -1.635 1.925
C -4.251 -0.974 0.726
C -2.840 -0.336 0.922
O -1.861 -0.669 -1.520
H 2.859 -0.655 -1.193
H 6.270 -0.808 -0.751
H 7.410 -0.331 1.385
H 6.095 0.302 3.397
H 3.642 0.441 3.240
H -0.386 -1.003 3.476
H -2.282 -1.663 4.098
H -4.682 -2.253 3.927
H -5.879 -1.958 1.821
H -4.958 -0.218 0.383
O -5.657 3.890 0.844
C -4.475 4.456 0.337
C -3.442 3.372 0.222
C -2.180 3.654 -0.298
C -1.241 2.652 -0.393
N -1.533 1.411 0.021
C -2.744 1.115 0.533
C -3.727 2.070 0.636
C -2.421 -1.383 -0.535
C -3.864 -1.865 -0.495
C -3.967 -3.350 -0.290
C -5.269 -3.972 -0.698
O -6.313 -3.054 -0.428
C -2.931 -4.071 0.165
C -1.622 -3.471 0.326
N -1.370 -2.269 -0.065
H -6.334 4.570 0.926
H -4.078 5.239 0.993
H -4.619 4.900 -0.655
H -1.925 4.650 -0.633
H -0.253 2.824 -0.797
H -4.702 1.846 1.044
H -4.395 -1.571 -1.400
H -5.409 -4.937 -0.209
H -5.201 -4.157 -1.779
H -7.103 -3.529 -0.155
H -3.032 -5.130 0.354
H -0.789 -4.052 0.709

=====

Entry 5:
23
Properties=species:S:1:pos:R:3 method="wB97M-V/def2-TZVPD" smiles=CC[C@H](C)N[C@@H](C)O e_tot_ev=-10002.423 relative_energy_kcal_mol=30.76 e_homo_ev=-8.62 charge=0
C 1.864 0.444 1.631
C 1.558 -0.477 0.458
C -0.028 -1.071 0.518
C -0.224 -2.041 -0.639
N -0.981 0.005 0.503
C -0.741 1.102 -0.424
C -1.516 0.943 -1.726
O -1.045 2.318 0.210
H 1.589 -0.031 2.574
H 2.926 0.685 1.673
H 1.307 1.376 1.557
H 1.891 -0.053 -0.491
H 2.159 -1.385 0.541
H -0.163 -1.597 1.467
H 0.079 -1.591 -1.581
H 0.379 -2.932 -0.478
H -1.270 -2.335 -0.717
H -1.040 0.409 1.432
H 0.394 1.088 -0.598
H -2.578 0.840 -1.510
H -1.361 1.820 -2.353
H -1.196 0.057 -2.270
H -2.004 2.423 0.222

=====

Entry 6:
93
Properties=species:S:1:pos:R:3 method="wB97M-V/def2-TZVPD" e_tot_ev=-138955.571 relative_energy_kcal_mol=0.00 e_homo_ev="-18.07 / -18.07" s_squared=0.7685 charge=+4 multiplicity=2
Ir -0.181 -0.366 0.872
C -4.789 -2.884 2.564
N -3.559 -2.629 1.798
C -3.024 -3.467 0.860
C -1.883 -2.879 0.399
N -1.728 -1.694 1.066
C -2.753 -1.556 1.908
P -2.958 -0.116 2.999
C -2.587 1.124 1.718
N -1.523 1.123 0.903
C -1.636 2.201 0.065
C -2.779 2.867 0.389
N -3.360 2.186 1.420
C -4.606 2.594 2.089
C -1.263 -0.185 3.659
N -0.159 -0.311 2.919
C 0.908 -0.339 3.782
C 0.433 -0.230 5.054
N -0.925 -0.132 4.962
C -1.834 0.029 6.108
H -5.221 -3.816 2.214
H -5.503 -2.080 2.403
H -4.558 -2.978 3.622
H -3.494 -4.399 0.594
H -1.193 -3.209 -0.358
H -0.919 2.411 -0.710
H -3.222 3.754 -0.033
H -5.219 3.134 1.374
H -4.380 3.239 2.935
H -5.148 1.715 2.426
H 1.921 -0.487 3.447
H 0.942 -0.236 6.003
H -1.338 -0.351 6.996
H -2.743 -0.543 5.944
H -2.074 1.081 6.250
C 5.289 2.704 3.330
C 5.326 1.288 3.115
C 4.377 0.698 2.330
C 3.374 1.494 1.725
C 3.332 2.908 1.968
C 4.273 3.501 2.756
As 2.103 0.682 0.467
C 2.774 -1.085 0.160
C 1.893 -2.089 0.592
C 2.174 -3.432 0.426
C 3.380 -3.782 -0.171
C 4.277 -2.807 -0.581
C 3.984 -1.458 -0.414
C 2.304 1.880 -1.023
C 3.096 1.533 -2.114
C 3.236 2.436 -3.161
C 2.601 3.669 -3.112
C 1.810 4.010 -2.021
C 1.657 3.116 -0.972
H 6.053 3.168 3.944
H 6.119 0.709 3.572
H 4.403 -0.368 2.141
H 2.567 3.508 1.497
H 4.268 4.568 2.939
H 0.962 -1.894 1.187
H 1.493 -4.196 0.776
H 3.625 -4.828 -0.301
H 5.215 -3.100 -1.035
H 4.698 -0.712 -0.737
H 3.583 0.570 -2.173
H 3.851 2.173 -4.012
H 2.726 4.372 -3.925
H 1.320 4.974 -1.986
H 1.043 3.391 -0.120
O -0.104 -0.639 -1.184
S -0.575 0.169 -2.446
C 0.299 -0.601 -3.758
C 0.371 -1.991 -3.866
C 1.042 -2.524 -4.951
C 1.606 -1.687 -5.910
C 1.518 -0.303 -5.790
C 0.866 0.252 -4.697
C -2.257 -0.299 -2.806
C -3.166 -0.582 -1.797
C -4.491 -0.824 -2.130
C -4.902 -0.761 -3.454
C -3.989 -0.453 -4.453
C -2.659 -0.219 -4.137
H -0.094 -2.634 -3.130
H 1.110 -3.597 -5.068
H 2.109 -2.124 -6.762
H 1.949 0.343 -6.543
H 0.790 1.326 -4.580
H -2.850 -0.617 -0.765
H -5.208 -1.063 -1.356
H -5.935 -0.953 -3.711
H -4.307 -0.404 -5.486
H -1.951 0.006 -4.924

=====

Which value of charge does entry 2 give? 0